{
  "formula": "C50H44AsCrN4PS2",
  "method": "ωB97M-V with the def2-TZVPD basis set",
  "total_charge": 1,
  "relative_energy_kj_mol": 0.0,
  "multiplicity": 4,
  "orbital_gap_ev": [7.452, 7.239],
  "symbols": ["C", "H", "H", "S", "C", "H", "C", "H", "H", "C", "H", "Cr", "H", "C", "H", "C", "H", "C", "C", "C", "C", "S", "H", "C", "C", "C", "H", "P", "C", "C", "C", "C", "C", "C", "C", "C", "C", "C", "N", "H", "C", "C", "C", "C", "H", "C", "H", "H", "C", "H", "N", "C", "C", "H", "H", "H", "C", "C", "H", "H", "H", "H", "H", "N", "H", "H", "C", "H", "C", "C", "C", "C", "H", "C", "H", "H", "H", "H", "H", "C", "H", "H", "C", "C", "C", "H", "C", "H", "H", "C", "C", "H", "C", "As", "C", "H", "H", "H", "H", "C", "N", "H", "C"],
  "coordinates": [[0.2621, -0.9755, 3.7837], [3.4027, -3.5333, -4.5875], [-0.4735, -4.5039, 3.4751], [1.9682, -1.9147, 0.0430], [2.2262, -5.5712, 1.7441], [-2.4778, -3.1934, 0.6568], [2.7783, 1.5533, -2.8343], [2.4320, -2.0378, -2.3292], [2.8710, -6.4336, 1.6405], [-1.9340, 2.7728, -1.5916], [-0.9608, 0.8001, -4.9510], [0.0833, -0.1647, 0.1730], [0.4546, 4.9661, -0.6207], [-4.1369, -3.6234, 1.9327], [3.0235, -1.0236, 5.7445], [2.9100, 2.5988, 2.2540], [-0.7926, -2.3902, -1.8611], [0.2748, -0.6880, -4.0328], [-1.0214, 0.0336, -4.1794], [1.6342, 2.9174, -4.9642], [-1.3208, 2.1643, 1.9317], [-3.7848, 1.6575, 1.4527], [-5.6361, -3.9356, 3.4340], [-4.6697, -3.5049, 3.2091], [-2.8183, -0.4098, -0.2143], [-2.5870, 0.6593, 0.7471], [-0.0083, 3.3059, -3.6448], [0.6670, 1.9994, -1.0870], [-2.9485, -2.4765, -2.0102], [-2.5834, 2.6059, 2.2077], [2.4582, -4.4545, 0.9610], [2.6208, 3.8530, -0.2050], [1.8875, 2.6949, 0.0662], [3.4545, 4.3981, 0.7533], [2.1467, -1.8005, -4.4338], [0.3535, -4.4929, 2.7739], [-4.1239, -1.8834, -1.5659], [2.8764, 2.3247, -5.1088], [0.7886, -0.9784, -2.8423], [0.9427, -1.0883, -6.1291], [-2.8969, -3.0730, 1.6485], [0.1554, 0.7521, 5.4605], [-2.1849, -2.4005, 2.6376], [-2.7104, -2.2981, 3.9198], [-1.3642, 0.4265, 3.9895], [3.4498, 1.6440, -4.0390], [2.0278, -2.2048, 3.8215], [-4.6818, -4.1502, 1.1603], [3.3391, -2.5153, -4.9722], [0.9907, -6.4819, 3.2546], [-1.6782, -0.9589, -0.6892], [-1.3048, 1.0220, 1.0748], [3.5764, 3.7831, 1.9966], [-0.3712, 1.5762, 5.9228], [3.2768, -4.4459, 0.2529], [-4.3646, -2.7650, 5.1974], [-1.5592, 5.4665, -1.0934], [1.3922, 0.3526, 5.9515], [-1.3040, 0.5145, -3.2459], [-0.4406, 2.6592, 2.3206], [-3.9588, 3.2843, -2.0601], [3.2347, 1.0165, -2.0095], [1.1768, 0.6457, 2.4432], [1.5159, 0.7363, 1.4835], [4.2632, -1.9976, -4.7122], [-4.9611, -0.3919, -0.2644], [-3.9562, -2.8467, 4.1992], [-1.4071, 6.5182, -0.8922], [-2.9920, 3.6555, -1.7487], [-4.0620, -0.8523, -0.6511], [-0.6794, 3.2230, -1.1891], [-2.8045, 5.0059, -1.4956], [4.4228, 1.1838, -4.1471], [-0.4077, 0.0952, 4.3751], [4.0114, 5.2983, 0.5346], [3.4031, 2.3947, -6.0507], [1.1851, 3.4551, -5.7884], [-2.9565, -3.2996, -2.7102], [2.2511, 0.0234, 1.3834], [0.9588, 2.8331, -3.7511], [3.2786, -2.5682, -6.0565], [1.8280, 0.8658, 6.7975], [2.0900, 2.0491, 1.2759], [1.0953, -1.1785, -5.0678], [0.5955, -3.3691, 1.9912], [3.0417, 2.0810, 3.1964], [-1.7439, -1.9881, -1.5467], [2.5448, 4.3173, -1.1804], [-2.0957, 1.7216, -1.7823], [1.5016, -1.3740, 4.2769], [1.5258, 2.1473, -2.6843], [-5.0846, -2.2354, -1.9170], [1.6397, -3.3259, 1.0651], [-0.4286, -1.7694, 2.1563], [-0.5007, 4.5826, -0.9461], [-3.6272, 5.6991, -1.6095], [-2.1611, -1.8023, 4.7100], [-2.8716, 3.4459, 2.8188], [-1.8254, -0.6525, -4.4549], [1.1715, -5.6028, 2.6528], [1.9194, -1.6590, -3.1156], [4.2199, 4.2127, 2.7518], [2.0633, -0.7081, 5.3596]],
  "mulliken_spin": [-0.01, 0.00, 0.00, 0.00, 0.00, 0.00, 0.01, 0.01, 0.00, 0.00, 0.00, 3.30, 0.00, 0.00, 0.00, 0.00, 0.01, 0.02, 0.00, 0.00, 0.03, 0.01, 0.00, 0.00, -0.01, 0.10, 0.00, 0.01, 0.00, -0.02, -0.01, 0.00, -0.03, 0.00, 0.01, -0.01, 0.01, 0.00, -0.01, 0.00, -0.01, 0.00, -0.01, 0.00, 0.00, 0.00, 0.00, 0.00, 0.00, 0.00, -0.20, -0.16, 0.00, 0.00, 0.00, 0.00, 0.00, 0.00, 0.01, 0.00, 0.00, 0.00, 0.00, -0.11, 0.00, 0.00, 0.00, 0.00, 0.00, 0.00, -0.01, 0.00, 0.00, 0.01, 0.00, 0.00, 0.00, 0.00, 0.00, -0.01, 0.00, 0.00, 0.03, 0.00, 0.04, 0.00, 0.07, 0.00, 0.00, 0.00, -0.03, 0.00, -0.02, -0.05, -0.01, 0.00, 0.00, 0.00, 0.00, 0.00, 0.02, 0.00, 0.00]
}

***

{
  "formula": "C50H44IrN10Sb",
  "method": "ωB97M-V with the def2-TZVPD basis set",
  "total_charge": 1,
  "multiplicity": 6,
  "orbital_gap_ev": [5.169, 6.371],
  "symbols": ["H", "C", "C", "C", "N", "H", "C", "H", "Sb", "H", "C", "H", "C", "C", "C", "H", "H", "C", "C", "C", "H", "C", "H", "H", "C", "H", "C", "Ir", "N", "H", "C", "H", "N", "H", "C", "C", "H", "C", "C", "H", "N", "C", "C", "C", "C", "C", "C", "H", "H", "H", "C", "C", "H", "C", "H", "H", "H", "H", "H", "C", "N", "H", "C", "C", "H", "H", "C", "C", "H", "H", "H", "C", "H", "N", "C", "N", "H", "C", "C", "H", "C", "H", "H", "H", "H", "H", "C", "H", "C", "H", "C", "C", "C", "N", "C", "C", "C", "H", "C", "C", "N", "N", "H", "C", "H", "C"],
  "coordinates": [[-3.2350, 3.3441, 1.0609], [-3.9440, 2.2078, -1.9120], [-1.0934, -4.6622, 2.5434], [0.0291, 2.1438, 4.2984], [1.5928, 3.3831, 1.3344], [4.3021, 6.2344, -2.0536], [0.3844, -2.6592, 1.7846], [-0.8966, 1.5030, 6.1404], [-1.8171, 1.3538, 0.0733], [-2.1499, -5.1860, -1.9389], [5.1985, -3.9459, -2.1884], [-3.9106, 1.3903, 2.5810], [0.1030, 3.4036, 6.3043], [0.9598, 2.6739, 2.3016], [4.5344, -4.9377, -1.4462], [-0.7492, -4.1838, -2.3261], [-3.5342, -1.7173, -2.5805], [1.4134, 1.7556, -4.3484], [-2.9693, -2.6417, -2.7049], [-1.5505, 4.4138, 0.2201], [1.6729, 2.7140, -4.7731], [-2.9051, -3.9793, 4.0102], [-3.7718, -4.2544, 4.5937], [-4.2733, 2.4110, -2.9299], [3.0479, -1.0780, -1.0449], [-1.0414, -4.6702, -0.6569], [-1.5252, -4.3674, -1.5846], [0.5803, 0.0737, 0.2881], [2.1448, 1.4322, 0.0369], [2.7533, 5.5945, -0.2109], [-2.1507, 3.2514, 0.9977], [-0.4636, 4.3668, 0.1916], [1.9979, -1.3140, -0.1988], [5.3615, 4.5224, -3.4498], [1.7303, 0.5745, -4.9947], [-1.5300, -2.0539, -0.8257], [-2.5623, -5.9896, 3.3591], [-2.4968, 1.7398, -1.9056], [2.1216, 2.7949, 0.3188], [0.5378, 2.5963, -2.5755], [-0.9738, 0.0188, 3.5399], [4.0728, 5.1937, -1.8769], [-0.7933, -1.1909, -0.4012], [1.6865, -1.8922, -4.9757], [4.4182, 2.8663, -2.4762], [2.9377, 3.5025, -0.6766], [-3.5167, -3.4188, -0.3844], [-5.1123, 0.1848, 2.1508], [-3.0086, -1.8835, 4.5398], [-1.7677, 3.1950, 2.0157], [-2.4908, -2.6516, 3.9830], [0.7732, 1.6890, -3.1203], [-1.8253, 5.3608, 0.6837], [-0.3193, 2.2668, 5.6424], [-3.8320, -0.3448, 0.0268], [1.1613, 5.2685, 6.2076], [-2.1822, -2.4702, -3.4381], [4.8880, 2.1019, -3.0778], [0.4150, -1.5059, -2.6625], [-2.3844, -3.1158, -1.3701], [0.4210, 0.5435, -2.5393], [2.9469, -5.3895, -0.0605], [3.4592, -4.6325, -0.6351], [-0.6542, -1.0998, 2.9748], [-4.9372, 1.6276, 1.1650], [-4.0749, 3.1246, -1.3399], [3.0302, 1.2322, -1.0133], [4.8055, -2.6241, -2.1398], [-4.6134, 1.4560, -1.4975], [-0.5523, -5.4207, 1.9996], [1.7776, 5.0408, 3.8168], [0.8527, 4.3954, 5.6514], [-1.8371, 2.4851, -2.3464], [0.3971, -1.3275, 2.1125], [-0.2157, 1.1204, 3.3224], [1.9458, -2.9057, -5.4427], [5.3137, -1.8594, -2.7070], [3.0510, -3.3011, -0.5923], [3.5278, 2.5359, -1.4717], [2.2474, 0.5715, -5.9426], [3.2007, 4.8490, -0.8516], [4.8767, -5.9607, -1.5160], [-2.8753, -0.6503, 1.4591], [-3.6405, -3.4021, -3.0996], [-4.1334, -4.2259, -0.7775], [-3.1220, -3.7252, 0.5823], [3.7112, -2.3130, -1.3335], [6.0342, -4.2305, -2.8097], [-1.3799, -2.3580, 3.2156], [-2.3564, 0.8104, -2.4560], [-3.3707, 0.1350, 0.8905], [1.3714, -0.6237, -4.3857], [1.9927, -2.6465, 0.1249], [0.3367, 1.4788, 2.1324], [-2.2166, -4.9671, 3.3062], [0.7096, -0.5904, -3.1624], [-0.6991, -3.3396, 2.5108], [-0.1463, 3.5368, 7.3479], [1.2030, 4.2779, 4.3206], [0.7797, 3.1337, 3.6468], [1.1336, -3.2874, 0.9270], [3.4356, 0.1167, -1.5301], [-1.9167, 4.4402, -0.8067], [4.6751, 4.2178, -2.6735], [-4.1517, -2.5465, -0.2355], [-4.3848, 0.8850, 1.7401]],
  "mulliken_spin": [0.00, 0.01, 0.02, 0.05, 0.03, 0.00, 0.08, 0.01, 0.18, 0.00, 0.01, 0.00, 0.03, 0.22, 0.03, 0.00, 0.00, 0.01, 0.00, 0.01, 0.00, 0.01, 0.00, 0.00, 0.27, 0.00, 0.00, 1.70, 0.16, 0.00, 0.04, 0.01, 0.03, 0.00, 0.00, -0.14, 0.00, 0.02, 0.06, 0.00, 0.06, 0.01, 0.28, 0.00, 0.03, 0.03, 0.01, 0.00, 0.00, -0.02, 0.01, 0.01, 0.00, 0.06, 0.00, 0.00, 0.00, 0.00, 0.02, -0.01, 0.13, 0.01, 0.05, 0.10, 0.00, 0.00, 0.10, 0.07, 0.00, 0.00, 0.01, 0.02, 0.00, 0.26, 0.22, 0.00, 0.01, 0.03, 0.02, 0.00, 0.02, 0.00, -0.01, 0.00, 0.00, 0.00, 0.00, 0.00, 0.03, 0.00, 0.01, 0.03, 0.20, 0.14, 0.00, -0.04, 0.04, 0.00, 0.07, 0.06, 0.04, 0.01, 0.00, 0.01, 0.00, 0.01]
}

***

{
  "formula": "C50H45FN4O5Pd",
  "method": "ωB97M-V with the def2-TZVPD basis set",
  "relative_energy_kj_mol": 12.7,
  "multiplicity": 1,
  "orbital_gap_ev": 4.868,
  "symbols": ["C", "H", "C", "H", "H", "H", "H", "H", "H", "C", "H", "C", "C", "O", "C", "C", "H", "C", "C", "O", "H", "C", "H", "C", "C", "H", "H", "H", "H", "C", "H", "C", "H", "H", "H", "O", "H", "N", "C", "C", "C", "N", "C", "C", "H", "C", "C", "C", "H", "C", "H", "H", "H", "C", "H", "C", "C", "C", "H", "H", "H", "H", "C", "C", "C", "N", "C", "C", "O", "H", "C", "H", "C", "N", "C", "H", "H", "F", "O", "C", "C", "H", "C", "H", "H", "H", "C", "H", "C", "H", "Pd", "H", "C", "C", "C", "C", "C", "H", "C", "C", "C", "C", "H", "C", "H", "H"],
  "coordinates": [[7.1486, 1.6609, -0.7217], [-6.2355, 2.8929, -2.7733], [-1.8952, 0.0667, 3.1936], [-4.2555, 4.0190, -1.7617], [6.3249, 4.3209, 1.8447], [7.8538, 2.6246, 2.4179], [3.4032, -4.3765, 0.9830], [-3.3388, -1.6121, -2.7683], [-6.6141, -1.2682, -1.1407], [-4.1722, -1.2790, -2.1409], [3.1879, 4.5987, 2.0706], [-5.6237, -0.9343, 2.5541], [-5.2467, -5.4061, -1.3013], [0.4414, -0.4884, -2.6249], [3.6684, -1.0504, -1.1225], [-7.2775, -0.8170, 0.8306], [7.2427, 0.6821, -1.1845], [1.3754, -1.1417, -2.1210], [4.6871, -3.1275, -0.3134], [-2.6706, -1.4540, -0.2012], [-1.2752, 3.1212, -1.7750], [-3.1771, 2.1686, -1.5350], [5.0392, -5.0935, 0.6300], [0.1152, 2.7621, 0.5248], [3.6976, 1.6936, -1.5846], [-5.9917, -3.4322, -1.6160], [-8.2965, -0.6368, 0.5098], [7.4379, 2.4121, -1.4682], [-0.7438, -0.3020, 1.4135], [-4.1950, -6.1862, -0.8395], [1.1551, 5.8635, 1.4458], [6.6865, 3.7069, 1.0234], [3.2376, 2.1308, 1.7092], [-1.5683, -0.8450, 3.6797], [8.3276, 0.7590, 0.9089], [0.2916, -4.6356, -1.9056], [-6.2359, 0.4112, -2.9870], [3.5661, -2.4092, -0.8598], [0.0974, 4.1356, 0.7484], [1.3218, -2.5272, -1.7572], [-2.7484, 2.3589, 1.9103], [5.7870, 1.8695, -0.2589], [2.6128, -0.4163, -1.7832], [4.4279, -4.2053, 0.6885], [-2.2216, -6.1589, 0.0022], [4.7384, -0.2672, -0.6673], [-4.6672, -1.2806, 1.6148], [-5.3748, 2.3150, -2.4602], [7.4928, 4.2322, 0.5139], [8.0685, 1.7393, 0.5127], [5.4989, -3.2889, -1.0154], [6.5076, 1.8346, 1.8186], [-2.2624, 3.7312, -0.4693], [2.3407, 4.0863, 1.6283], [-3.9594, 2.7036, 3.6428], [-2.9699, -4.1814, -0.3134], [5.0539, -2.9149, 1.1300], [2.3665, 2.7122, 1.4182], [-5.0780, -1.7142, -2.5650], [8.9771, 2.3097, 0.3289], [2.4175, -4.1454, -1.0155], [-6.1451, -5.8749, -1.6840], [-4.0101, -3.3918, -0.7833], [-6.9362, -0.6952, 2.1674], [-1.4260, 0.3697, 1.9245], [7.2933, 2.4545, 1.5851], [-3.9024, -1.8501, -0.7163], [-1.8239, 1.5326, 1.2777], [-0.5379, 0.8728, -0.6782], [-5.3421, -0.8418, 3.5952], [-3.2357, 2.0499, 3.1723], [-4.2627, -7.2663, -0.8681], [1.1992, 4.7936, 1.2831], [-3.1866, 0.8550, -1.6889], [2.6279, 0.9573, -2.0047], [-7.6830, -0.4167, 2.9002], [-3.1674, 0.6702, 4.8172], [3.7286, 3.0217, -1.8447], [-1.0250, -2.8455, -2.1850], [-4.9948, -1.3980, 0.2678], [2.4326, -3.0832, -1.2208], [4.4271, -2.2414, 1.6976], [-2.7935, 0.9110, 3.8300], [4.5877, 3.3722, 0.5444], [6.1043, -2.9050, 1.3887], [1.2790, 0.9974, 0.6907], [5.5610, 3.2735, 0.0644], [1.7647, 1.4175, -2.4666], [-1.9357, 2.8114, -0.9587], [-3.0891, 3.2690, 1.4332], [-1.1875, -0.9490, -1.4087], [-3.6406, -1.4525, 1.9044], [-1.0866, 1.9320, -0.0115], [0.0904, -3.4303, -1.9813], [-4.2603, 0.2270, -2.1551], [4.7455, 1.1040, -0.8717], [-5.1525, -4.0239, -1.2687], [-2.0874, -3.6898, 0.0625], [-6.3147, -1.1697, -0.1067], [-3.0580, -5.5664, -0.3460], [-5.3775, 0.9336, -2.5853], [-4.2731, 2.9462, -1.9066], [5.5279, -0.7191, -0.0829], [1.2746, 2.0654, 0.8640], [5.5749, 3.9301, -0.8084], [-0.7851, 4.7158, 0.5162]],
  "mulliken_charge": [-0.73, 0.40, -0.88, 0.46, 0.43, 0.31, 0.35, 0.56, 0.27, -1.59, 0.45, -0.85, -1.04, -1.02, 0.09, -1.13, 0.54, 1.83, -0.16, 0.06, 0.60, -0.08, 0.26, -0.30, 0.60, 0.17, 0.40, 0.32, 0.02, -0.51, 0.42, -0.66, 0.65, 0.30, 0.41, -0.75, 0.44, 0.34, 0.07, -0.22, -0.01, 0.57, 0.23, -1.02, 0.39, -0.25, -0.46, -0.83, 0.31, -0.80, 0.39, 0.34, 0.41, -0.44, 0.43, -0.02, -0.56, -0.71, 0.81, 0.38, 0.81, 0.40, 0.03, -0.54, 0.15, -0.13, 2.81, 0.44, -0.09, 0.40, -0.91, 0.37, -1.23, 0.43, -0.35, 0.40, 0.46, -0.47, -0.56, -0.19, -0.75, 0.26, -0.60, -0.62, 0.30, 0.16, 0.18, 0.27, -1.49, 0.28, -0.06, 0.51, 1.68, 0.40, 0.29, -1.52, -0.22, 0.27, 0.00, -1.14, -0.79, -0.95, 0.72, -0.27, 0.48, 0.35]
}